Below is a molecular structure, C27H41HfN7O2S2 in a non-equilibrium geometry, with properties calculated with ωB97M-V/def2-TZVPD.

Results
- total charge = +2
- spin multiplicity = 1
- ΔE to the lowest compared entry with this formula, charge and spin (kcal per mole) = 0.00
- HOMO energy (eV) = -11.85
- orbital gap (Eh) = 0.2351

Element x y z (Å)
Hf (-0.57540, 0.34329, -0.50063)
C (2.20339, -0.01356, -4.00702)
N (2.04853, 0.67860, -2.71713)
C (1.19600, 1.86404, -2.81277)
C (2.39008, 0.17053, -1.48208)
N (1.63528, 0.44249, -0.38690)
C (2.08754, 0.47025, 0.98533)
C (3.40284, 0.80612, 1.37435)
C (3.88161, 0.56648, 2.67441)
C (2.97080, 0.19268, 3.68646)
C (1.62827, -0.00401, 3.33573)
C (1.13693, 0.28716, 2.03152)
N (-0.23685, 0.33509, 1.70539)
C (-1.21208, 0.98857, 2.40584)
N (-0.99438, 2.02474, 3.26008)
C (-1.69980, 2.17249, 4.52760)
C (0.15297, 2.93658, 3.12854)
N (-2.51110, 0.59632, 2.20203)
C (-3.64072, 1.50857, 2.33576)
C (-2.93218, -0.78495, 1.98196)
N (3.48527, -0.64931, -1.46134)
C (4.67913, -0.39090, -2.24530)
C (3.61451, -1.72575, -0.47972)
H (1.21861, -0.13079, -4.48995)
H (2.67965, -1.00434, -3.88427)
H (2.83901, 0.59822, -4.66443)
H (1.11361, 2.09801, -3.87762)
H (1.59155, 2.71882, -2.23706)
H (0.17830, 1.62961, -2.41894)
H (4.07825, 1.24423, 0.63925)
H (4.95972, 0.66504, 2.89172)
H (3.30825, 0.10434, 4.72906)
H (0.91539, -0.37706, 4.08233)
H (-2.40510, 1.33694, 4.70328)
H (-2.28076, 3.11561, 4.52144)
H (-0.96898, 2.17400, 5.35958)
H (0.51068, 2.97423, 2.08148)
H (1.00038, 2.63862, 3.77121)
H (-0.19773, 3.93592, 3.39998)
H (-4.15005, 1.32266, 3.30386)
H (-4.38326, 1.28210, 1.54775)
H (-3.34501, 2.55875, 2.25559)
H (-2.06738, -1.44843, 2.02430)
H (-3.39857, -0.83661, 0.97805)
H (-3.69450, -1.06389, 2.72784)
H (4.53162, 0.46934, -2.90204)
H (4.92203, -1.26220, -2.88447)
H (5.55186, -0.20844, -1.59756)
H (2.67427, -1.93571, 0.03545)
H (4.36811, -1.48335, 0.30676)
H (3.95264, -2.64220, -1.00058)
S (-2.98079, 0.32752, -1.47089)
C (-3.38784, 1.96234, -1.09545)
C (-4.76564, 2.27515, -1.33727)
C (-5.30454, 3.52974, -1.06820)
C (-4.46923, 4.53888, -0.56440)
C (-3.11835, 4.25900, -0.30294)
C (-2.51748, 3.01058, -0.57384)
S (-0.80326, 2.90516, -0.22105)
H (-5.37079, 1.49704, -1.79251)
H (-6.35877, 3.70176, -1.28969)
H (-4.82440, 5.57316, -0.39156)
H (-2.49084, 5.03849, 0.12480)
O (-0.21632, -1.03499, -2.18204)
C (-0.43191, -2.00794, -1.40174)
O (-0.56464, -1.81630, -0.15275)
C (-0.65457, -3.42406, -1.98287)
N (-0.77120, -4.42513, -0.84950)
C (0.48704, -5.27179, -0.83662)
C (0.89695, -5.34454, -2.31708)
C (0.40319, -4.01655, -2.92570)
H (-1.60704, -3.43306, -2.51178)
H (-1.56863, -5.04447, -1.02978)
H (-0.90503, -3.95854, 0.07049)
H (0.31018, -6.24962, -0.37758)
H (1.25326, -4.72152, -0.25940)
H (0.39289, -6.21513, -2.77737)
H (1.97967, -5.51882, -2.45134)
H (-0.07726, -4.12077, -3.92334)
H (1.25214, -3.30455, -3.05265)

Force components x, y, z for each atom (eV/Å):
Hf -0.90 2.37 1.16
C 0.52 -0.37 0.11
N 0.04 -0.06 1.27
C -0.16 -0.36 0.45
C 0.71 -0.08 -0.63
N -0.36 0.32 -0.55
C 0.49 0.60 0.59
C 0.11 -0.82 -0.03
C -0.54 0.35 0.21
C 0.21 -0.14 -0.78
C -0.32 0.57 -0.22
C 0.94 -0.47 0.49
N -0.98 0.03 -0.77
C 0.10 -0.05 0.72
N 0.66 -0.68 -0.69
C -0.81 -0.09 0.29
C 0.42 -0.26 -0.52
N 0.95 0.27 -0.06
C -0.72 0.00 0.46
C -0.13 0.01 -0.52
N -0.84 0.10 0.67
C 0.43 -0.26 -0.71
C 0.66 -0.12 0.38
H 0.33 -0.01 0.33
H -0.32 0.56 0.02
H -0.17 -0.25 0.13
H -0.13 0.21 0.35
H -0.22 -0.44 -0.28
H 0.34 0.50 -0.62
H -0.05 -0.45 -0.03
H -0.81 0.28 -0.09
H -0.22 -0.29 -0.63
H 0.20 0.48 -0.24
H 0.49 0.45 -0.19
H 0.35 -0.43 0.20
H -0.32 0.11 -0.47
H -0.33 -0.08 0.66
H -0.44 0.12 -0.10
H 0.12 -0.13 0.00
H 0.21 0.27 -0.43
H 0.52 0.14 0.20
H 0.05 -0.31 -0.01
H -0.16 0.03 0.09
H 0.18 -0.18 0.49
H 0.39 0.08 -0.12
H 0.06 -0.11 0.25
H -0.11 0.36 0.29
H -0.39 -0.01 -0.05
H 0.02 0.18 -0.19
H -0.48 -0.12 -0.56
H -0.13 0.43 0.16
S 1.93 -0.78 0.20
C -0.86 2.69 0.61
C 1.20 0.26 0.30
C 0.40 0.07 -0.08
C 0.31 0.02 0.12
C -0.45 -0.21 -0.26
C -2.35 -0.44 -0.51
S 0.04 -1.42 -0.41
H -0.05 0.09 0.18
H 0.34 0.10 0.10
H 0.09 -0.88 -0.06
H -0.08 -0.07 -0.18
O 0.11 -1.14 0.32
C -0.15 -0.50 -0.75
O 0.00 -1.08 -0.41
C 0.00 0.01 0.37
N 0.06 -0.32 0.50
C 1.02 0.33 -0.22
C -0.48 -0.62 -0.06
C 0.72 0.80 -0.92
H -0.15 0.37 0.24
H 0.07 0.25 0.19
H -0.08 -0.06 -0.64
H -0.14 0.36 -0.01
H -0.52 -0.22 -0.11
H 0.17 0.47 0.08
H -0.56 0.24 0.19
H 0.61 -0.15 0.64
H -0.64 -0.43 0.11